Arrangement 1

Molecular formula: C4H12NO2
Method: DFT, ωB97M-V/def2-TZVPD

For the HOMO energy (alpha / beta), the calculation gives 4.014 / -1.176 eV. The calculation puts the orbital gap (alpha / beta) at 0.1016 / 0.2893 Ha. The value obtained for the LUMO energy (alpha / beta) is 6.780 / 6.697 eV. Its total charge is -2. As for the expectation value of S²: 0.75. The molar mass is 106.14 Da. As for the multiplicity: 2.

```
19
Properties=species:S:1:pos:R:3:mulliken_charge:R:1
C 0.2043 -0.2834 -0.6754 -0.668
N -0.1789 1.1289 -0.5888 -0.404
C -1.6544 1.3571 -0.7610 -0.582
O -2.4664 0.8341 0.1686 -0.786
C 1.7074 -0.5062 -0.5917 -0.540
C 2.0608 -1.8295 0.1094 -4.232
H -0.3104 -0.8942 0.0790 0.268
H -0.2205 -0.6650 -1.6166 0.350
H 0.0218 1.4279 0.3644 0.282
H -1.7020 2.4654 -0.8741 0.260
H -1.8474 0.9572 -1.7837 0.374
H 2.1557 0.3591 -0.0948 0.353
H 2.1993 -0.5397 -1.5716 0.545
H 1.4979 -2.6620 -0.3210 0.550
H 3.1380 -2.0445 0.0643 2.049
H 1.8089 -1.7683 1.1757 0.366
H -1.9281 0.3168 2.7726 0.283
H -2.2532 1.1271 1.5280 0.335
O -2.2328 1.2193 2.6168 -0.804
```

***

Arrangement 2

Molecular formula: C4H12NO2
Method: DFT, ωB97M-V/def2-TZVPD

For the HOMO energy (alpha / beta), the calculation gives 2.361 / 1.854 eV. The calculation puts the orbital gap (alpha / beta) at 0.1770 / 0.1928 Ha. The value obtained for the LUMO energy (alpha / beta) is 7.177 / 7.101 eV. Its total charge is -2. As for the expectation value of S²: 0.76. The molar mass is 106.14 Da. As for the multiplicity: 2.

```
19
Properties=species:S:1:pos:R:3:mulliken_charge:R:1
C 1.0700 0.0937 0.9543 -1.257
N 0.5956 -1.9542 0.5187 -0.788
C -0.3783 -2.0798 -0.5105 -0.293
O -0.9739 -0.8556 -1.1655 -0.494
C -0.2146 0.6621 1.6347 0.042
C -0.6911 1.9640 0.9631 -1.129
H 1.3615 0.9859 0.3255 0.238
H 1.9782 -0.0120 1.5748 0.406
H 1.2190 -0.8236 0.1318 0.171
H -1.2876 -2.5857 -0.1140 0.254
H -0.0052 -2.6261 -1.5034 0.211
H -0.9751 -0.1231 1.4605 0.119
H 0.0133 0.8965 2.6888 0.333
H -0.5025 1.7991 -0.1068 0.237
H -0.1911 2.8704 1.3053 0.356
H -1.7700 2.0007 1.0940 0.355
H -0.2096 -0.2612 -1.3705 0.322
H 0.8546 1.4760 -2.9448 0.047
O 0.4570 1.4025 -2.0667 -1.129
```

***

Order from most stable to least stable according to the calculation: arrangement 1, arrangement 2

***

Arrangement 1

Molecular formula: C4H14N3
Method: DFT, ωB97M-V/def2-TZVPD

For the HOMO energy (alpha / beta), the calculation gives -3.251 / -8.928 eV. The calculation puts the orbital gap (alpha / beta) at 0.1512 / 0.3543 Ha. The value obtained for the LUMO energy (alpha / beta) is 0.863 / 0.714 eV. Its total charge is 0. As for the expectation value of S²: 0.75. The molar mass is 104.18 Da. As for the multiplicity: 2.

```
21
Properties=species:S:1:pos:R:3:mulliken_charge:R:1
N -1.0506 -1.0956 -1.8150 -1.942
C -0.8509 -1.2445 -0.3865 -1.363
C 0.4453 -1.5013 0.1684 -0.978
N 1.2358 -0.2349 0.0218 -0.131
C 1.1738 0.7157 1.0422 -0.602
C -0.0911 1.4130 1.2187 -0.578
N -0.3876 2.1482 0.0288 -0.561
H -1.1930 -0.0765 -2.0345 0.877
H -1.8485 -1.6009 -1.9501 0.882
H -0.3161 -1.4658 -2.4523 0.889
H -1.6006 -2.0469 -0.1130 0.272
H -1.4036 -0.3035 0.0980 0.278
H 0.9150 -2.3397 -0.3381 0.601
H 0.6261 -2.1596 1.1028 0.319
H 2.1911 -0.4721 -0.3930 0.274
H 1.4561 0.3524 2.0523 0.277
H 1.9940 1.5248 0.7314 0.332
H 0.0350 2.1918 2.0625 0.361
H -0.9439 0.8437 1.4118 0.265
H -0.6365 3.1351 0.3140 0.231
H 0.2504 2.2169 -0.7701 0.299
```

***

Arrangement 2

Molecular formula: C4H14N3
Method: DFT, ωB97M-V/def2-TZVPD

For the HOMO energy (alpha / beta), the calculation gives -2.985 / -8.878 eV. The calculation puts the orbital gap (alpha / beta) at 0.1461 / 0.3498 Ha. The value obtained for the LUMO energy (alpha / beta) is 0.990 / 0.639 eV. Its total charge is 0. As for the expectation value of S²: 0.75. The molar mass is 104.18 Da. As for the multiplicity: 2.

```
21
Properties=species:S:1:pos:R:3:mulliken_charge:R:1
N -3.0303 -1.5807 0.1171 -0.380
C -1.7194 -1.0387 0.0260 -0.986
N -1.5767 0.4705 0.0595 -1.975
H -3.5794 -1.1087 0.8431 0.487
H -3.5075 -1.4842 -0.7810 0.431
H -1.0500 -1.4006 0.8174 0.299
H -1.1570 -1.3111 -0.8709 0.246
H -2.2871 0.9070 -0.5000 1.096
H -1.6345 0.8221 1.0160 1.082
C 2.2511 0.9051 1.0905 -1.381
C 1.7462 0.3122 -0.2000 0.505
C 2.0097 -0.9453 -0.5929 -0.910
N 0.8173 1.1702 -0.9655 -1.065
H 2.8475 0.1620 1.6804 0.339
H 2.8245 1.8455 1.0332 0.338
H 1.3464 1.1661 1.7276 0.425
H 2.2760 -1.2295 -1.6018 0.310
H 2.1611 -1.6649 0.2350 0.257
H 1.0529 2.1793 -0.8705 0.432
H -0.6956 0.8659 -0.3026 0.108
H 0.9048 0.9577 -1.9604 0.339
```

***

Order from most stable to least stable according to the calculation: arrangement 2, arrangement 1

***

Arrangement 1

Molecular formula: C2H2I2NO
Method: DFT, ωB97M-V/def2-TZVPD

For the HOMO energy, the calculation gives -3.420 eV. The calculation puts the orbital gap at 0.2275 Ha. The value obtained for the LUMO energy is 2.770 eV. Its total charge is -1. The molar mass is 309.85 Da.

```
8
Properties=species:S:1:pos:R:3:mulliken_charge:R:1
C 0.2772 0.3900 -0.6954 -0.248
C -0.3121 -0.2585 0.4218 -0.684
N -0.5982 1.5209 -0.3803 -0.040
O -0.5153 2.4137 0.5123 -0.499
I 2.7113 0.4091 -0.4048 -0.413
I -1.6749 -1.9498 0.4009 -0.145
H 0.3701 0.0777 -1.6640 0.516
H -0.0066 0.0689 1.3605 0.513
```

***

Arrangement 2

Molecular formula: C2H2I2NO
Method: DFT, ωB97M-V/def2-TZVPD

For the HOMO energy, the calculation gives -3.921 eV. The calculation puts the orbital gap at 0.2440 Ha. The value obtained for the LUMO energy is 2.718 eV. Its total charge is -1. The molar mass is 309.85 Da.

```
8
Properties=species:S:1:pos:R:3:mulliken_charge:R:1
C -0.1914 0.6295 0.4598 -0.584
C 0.6484 0.0868 -0.5781 -0.053
N 0.3068 1.5347 -0.3587 0.397
O 0.3110 2.7722 -0.6529 -0.690
I -2.5935 -0.7095 -0.1622 -0.692
I 2.7089 -0.7443 -0.1323 -0.203
H -0.3601 0.6722 1.4364 0.476
H 0.4867 -0.6133 -1.4190 0.349
```

***

Order from most stable to least stable according to the calculation: arrangement 2, arrangement 1